# 1
Computed, not measured: a 2-piece molecular cluster, C6H14 overall, with wB97M-V/def2-TZVPD.

Computed properties:
structure (SMILES) = C=C(C)C(C)C.[H][H]
orbital gap = 10.405 eV
LUMO level = 1.16 eV
energy above the lowest of the compared OMol25 structures with the same formula, charge and spin = 1.565 eV

ORCA input file:
```
! wB97M-V def2-TZVPD RIJCOSX def2/J DEFGRID3
* xyz 0 1
C -1.66113 1.10315 -0.25453
C -0.67416 0.20870 -0.28434
C -0.93163 -1.22990 -0.65641
C 0.75640 0.61976 0.02133
C 1.43163 -0.29052 1.05379
C 1.58811 0.68888 -1.26531
H -1.47964 2.14368 0.00684
H -2.68759 0.83052 -0.49147
H -0.43695 -1.49352 -1.60014
H -2.00283 -1.41892 -0.77345
H -0.55158 -1.91952 0.10698
H 0.71414 1.63160 0.44630
H 1.57600 -1.30462 0.66229
H 0.84225 -0.36279 1.97553
H 2.42089 0.10114 1.31676
H 1.11673 1.35499 -1.99573
H 2.59632 1.06458 -1.05619
H 1.69174 -0.30141 -1.72538
H -2.52093 -0.67484 2.21571
H -1.78775 -0.75097 2.29742
*
```

Atomic partial charges in e from the Mulliken method, atoms 1 to 2: atom 1 (C): -1.0703, atom 2 (C): 0.6636

=====

# 2
Computed, not measured: C6H14AuO3 as an isolated structure, with wB97M-V/def2-TZVPD.

Computed properties:
orbital gap (alpha / beta) = 9.793 / 4.361 eV
LUMO level (alpha / beta) = -13.82 / -18.37 eV

ORCA input file:
```
! wB97M-V def2-TZVPD RIJCOSX def2/J DEFGRID3
* xyz 3 3
H 1.81583 2.07245 4.39708
C 1.80875 2.92054 3.70057
H 2.28597 3.79765 4.15147
H 0.77201 3.16629 3.43906
H 2.39208 2.64600 2.78491
C 2.67223 3.19982 -4.31455
O 2.35375 2.33300 -3.21745
C 2.18178 3.01153 -1.96973
C 2.17722 1.95727 -0.88095
O 1.28519 0.88475 -1.28797
C 0.44157 0.51238 -0.18028
C 1.07693 1.28629 0.96836
O 1.61715 2.43591 0.31890
H 3.08924 2.58295 -5.11576
H 1.75756 3.69837 -4.65948
H 3.41370 3.93547 -3.98133
H 1.22560 3.55228 -1.97177
H 3.01741 3.70631 -1.81938
H 3.18357 1.55548 -0.67949
H 0.47683 -0.57315 -0.04671
H -0.57322 0.84914 -0.41887
H 1.89237 0.71739 1.43740
H 0.35043 1.60963 1.71848
Au 1.56577 0.62731 -3.08894
*
```

Atomic partial charges in e from the Mulliken method, atoms 1 to 2: atom 1 (H): 0.3776, atom 2 (C): -0.6817

=====

# 3
Computed, not measured: C6H14BMgO4 as an isolated structure, with wB97M-V/def2-TZVPD.

Computed properties:
orbital gap = 3.134 eV
LUMO level = -8.21 eV

ORCA input file:
```
! wB97M-V def2-TZVPD RIJCOSX def2/J DEFGRID3
* xyz 1 1
C 0.41237 -1.78544 -0.43640
C -0.77506 -1.98595 0.61172
O -1.98746 -1.95059 0.02852
C -0.63698 -1.07644 1.85403
O -1.37918 0.03209 1.73553
B -1.01619 0.90972 0.60708
C 0.58141 1.34090 0.57185
C 0.69137 2.63978 -0.22613
O 1.59922 2.53428 -1.33448
C 1.08577 1.97523 -2.41994
O 0.51187 0.95210 -2.44549
H 1.18428 -1.23259 0.06851
H 0.88440 -2.74620 -0.73139
H 0.09788 -1.24342 -1.31500
H -0.66841 -3.07669 1.02896
H -1.89455 -1.67480 -0.89316
H 0.43844 -0.91346 2.00569
H -0.98343 -1.62918 2.72003
H -1.73979 1.87979 0.66206
H -1.32713 0.32968 -0.43940
H 1.00740 1.40690 1.56514
H 1.13037 0.62091 -0.01459
H 1.08219 3.38625 0.43737
H -0.28353 2.94085 -0.56287
H 1.28694 2.51999 -3.34185
Mg 0.69778 -4.15368 0.26418
*
```

Atomic partial charges in e from the Mulliken method, atoms 1 to 2: atom 1 (C): -0.5912, atom 2 (C): 0.6690

=====

# 4
Computed, not measured: C6H14ClErO2Ru as an isolated structure, with wB97M-V/def2-TZVPD.

Computed properties:
orbital gap (alpha / beta) = 3.725 / 7.020 eV
LUMO level (alpha / beta) = 2.53 / 1.67 eV

ORCA input file:
```
! wB97M-V def2-TZVPD RIJCOSX def2/J DEFGRID3
* xyz -1 9
Er 0.19620 0.41883 -0.18547
Cl 1.45770 -1.33140 -1.31298
C 0.16638 -0.31985 1.92350
H -0.58164 0.22290 2.52411
H 1.17272 -0.06796 2.32173
H 0.01923 -1.40076 2.09662
Ru 4.16255 1.03490 -1.41562
C 4.81945 -0.53228 -0.28242
C 3.29205 1.06866 -3.26108
C 4.89701 2.64680 -0.92860
H 2.39338 1.70904 -3.13801
H 3.99076 1.49209 -4.01808
H 3.00370 0.02274 -3.50188
H 4.37242 -0.36556 0.71981
H 4.40902 -1.45473 -0.74678
H 5.93059 -0.54992 -0.23379
H 5.53650 2.78185 -0.02174
H 4.76280 3.58679 -1.51827
C -4.58719 -0.44042 0.07737
O -3.16177 -0.31237 0.38091
C -2.23293 -0.09162 -0.56305
O -2.48661 -0.14289 -1.76886
H -4.91947 -1.35996 0.53500
H -4.84611 -0.43973 -0.96519
H -5.09499 0.37121 0.57986
*
```

Atomic partial charges in e from the Mulliken method, atoms 1 to 2: atom 1 (Er): 0.2174, atom 2 (Cl): -0.5311

=====

# 5
Computed, not measured: a 2-piece molecular cluster, C6H14ClNS overall, with wB97M-V/def2-TZVPD.

Computed properties:
orbital gap = 8.532 eV
LUMO level = -0.21 eV
energy above the lowest of the compared OMol25 structures with the same formula, charge and spin = 1.675 eV

ORCA input file:
```
! wB97M-V def2-TZVPD RIJCOSX def2/J DEFGRID3
* xyz 0 1
C 1.84680 -1.78811 -1.37902
C 1.95083 -0.89789 1.35157
C -2.39415 -1.32062 1.04641
C -0.03307 2.26588 -0.39632
C -2.14424 -0.07891 0.28960
C -1.11235 1.46690 -1.15204
N -1.15489 0.18246 -0.39333
S 1.77136 -0.41328 -0.45196
Cl 3.59008 1.10985 -0.20760
H 1.58880 -1.69840 -2.41686
H 2.51366 -2.56131 -1.12478
H 1.42156 -1.71698 1.65316
H 1.46280 -0.01970 1.78053
H -2.86717 -2.06834 0.44090
H -1.36164 -1.74328 1.22707
H -3.07503 -1.10527 1.85148
H 0.94031 1.75989 -0.57789
H 0.11682 3.19255 -0.85587
H -0.31085 2.44109 0.66501
H -2.98075 0.68159 0.31968
H 3.06613 -0.78780 1.50176
H -2.17134 1.88641 -1.03719
H -0.66369 1.21328 -2.13429
*
```

Atomic partial charges in e from the Mulliken method, atoms 1 to 2: atom 1 (C): -0.7080, atom 2 (C): -0.9068

=====

# 6
Computed, not measured: an isolated molecule of C6H14ClNSi, with wB97M-V/def2-TZVPD.

Computed properties:
structure (SMILES) = C=C[Si@@](Cl)(CC)NCC
orbital gap = 8.911 eV
LUMO level = 0.65 eV
energy above the lowest of the compared OMol25 structures with the same formula, charge and spin = 2.386 eV

ORCA input file:
```
! wB97M-V def2-TZVPD RIJCOSX def2/J DEFGRID3
* xyz 0 1
C 2.00916 -0.41336 -2.45070
C 0.86322 0.21920 -2.65008
Si -0.43811 0.41995 -1.32182
Cl -1.56430 2.06472 -1.12181
C -1.52598 -1.18417 -1.06624
C -2.54255 -0.97548 0.17576
N 0.85090 0.14363 0.52976
C 0.25425 0.55680 1.76742
C 1.48558 0.88717 2.74864
H 2.77336 -0.51260 -3.24441
H 2.10054 -0.96064 -1.48498
H 0.72210 0.54718 -3.70366
H -2.16259 -1.23229 -1.97387
H -0.95430 -2.10040 -0.93907
H -2.97668 0.03714 0.23377
H -3.13564 -1.81456 0.38750
H -1.82062 -0.91065 0.97160
H 1.65776 0.86043 0.43853
H -0.32569 -0.27208 2.13142
H -0.50189 1.39641 1.60526
H 2.05624 0.06442 2.99213
H 2.10180 1.72318 2.36879
H 1.07344 1.45601 3.60605
*
```

Atomic partial charges in e from the Mulliken method, atoms 1 to 2: atom 1 (C): -0.5682, atom 2 (C): -0.2749

=====

# 7
Computed, not measured: a 2-piece molecular cluster, C6H14ClOP overall, with wB97M-V/def2-TZVPD.

Computed properties:
structure (SMILES) = CCP(O)Cl.C=C(C)C
orbital gap = 9.756 eV
LUMO level = 0.85 eV
energy above the lowest of the compared OMol25 structures with the same formula, charge and spin = 1.426 eV

ORCA input file:
```
! wB97M-V def2-TZVPD RIJCOSX def2/J DEFGRID3
* xyz 0 1
C -2.41973 2.68393 -1.68603
C -1.22418 1.90018 -2.02731
P -0.24241 1.00833 -0.71254
O -1.27664 1.21204 0.56711
Cl 1.03214 2.51432 -0.38114
H -3.25717 2.35114 -2.29612
H -2.73634 2.51513 -0.62096
H -2.18514 3.75334 -1.92514
H -0.39473 2.57746 -2.53824
H -1.45796 1.12772 -2.72904
H -0.81340 0.58729 1.16322
C -0.71020 -1.69732 1.11514
C 0.51789 -1.67584 1.55843
C 1.76685 -2.13994 0.79639
C 1.04798 -0.85651 2.72062
H -1.55804 -1.41793 1.65012
H -0.98716 -2.32147 0.21926
H 2.18913 -1.39612 0.06903
H 2.64716 -2.36786 1.49138
H 1.68163 -3.00885 0.20176
H 1.86194 -0.17975 2.24743
H 1.71620 -1.42622 3.35150
H 0.35101 -0.37229 3.39066
*
```

Atomic partial charges in e from the Mulliken method, atoms 1 to 2: atom 1 (C): -0.8029, atom 2 (C): -0.6624

=====

# 8
Computed, not measured: C6H14EuO3 as an isolated structure, with wB97M-V/def2-TZVPD.

Computed properties:
orbital gap (alpha / beta) = 5.932 / 6.326 eV
LUMO level (alpha / beta) = 0.00 / -0.12 eV

ORCA input file:
```
! wB97M-V def2-TZVPD RIJCOSX def2/J DEFGRID3
* xyz 0 8
C -0.66954 3.25455 -0.58664
O -1.21767 2.66273 0.54681
C -1.12002 2.56429 -1.88629
O -1.14352 1.15681 -1.76000
C 0.12926 0.44373 -1.52858
O -0.34477 -1.60377 1.22257
C -1.06333 -2.53676 2.00923
Eu -1.04128 0.59528 0.63626
H 0.44054 3.24415 -0.55564
H -0.95743 4.32040 -0.67972
H -0.46829 2.86706 -2.72638
H -2.16232 2.84240 -2.10781
H 0.94633 1.05484 -1.94665
H 0.00943 -0.48403 -2.11087
H -2.00647 -2.08634 2.34056
H -1.29976 -3.41428 1.38858
H -0.46758 -2.81867 2.89011
C 0.96080 -2.07107 0.47509
H 0.89566 -3.14009 0.71846
H 0.97523 -2.19938 -0.61394
C 2.17519 -1.31753 0.96851
H 2.26594 -1.34404 2.06280
H 3.07734 -1.74281 0.50968
H 2.08625 -0.24747 0.73386
*
```

Atomic partial charges in e from the Mulliken method, atoms 1 to 2: atom 1 (C): -0.4083, atom 2 (O): -0.7714

=====

# 9
Computed, not measured: an isolated ion of composition C6H14FN4S and charge +1, with wB97M-V/def2-TZVPD.

Computed properties:
structure (SMILES) = CNS/C(=N\F)N1CC[NH2+]CC1
orbital gap = 8.675 eV
LUMO level = -3.37 eV
energy above the lowest of the compared OMol25 structures with the same formula, charge and spin = 0.000 eV

ORCA input file:
```
! wB97M-V def2-TZVPD RIJCOSX def2/J DEFGRID3
* xyz 1 1
C -0.73139 3.20331 -1.30124
N 0.67957 2.99669 -1.12788
S 1.40012 1.50736 -1.41804
C 1.31238 0.52383 0.08542
N 1.31895 1.12489 1.29998
F 1.69421 2.47793 1.40016
N 1.16396 -0.85308 0.00983
C 0.39017 -1.43119 -0.97072
C -1.10229 -1.35301 -0.67669
N -1.24555 -2.17220 0.57550
C -0.47682 -1.41673 1.65732
C 1.07106 -1.49912 1.28553
H -0.99028 4.20809 -1.02705
H -0.97046 2.78155 -2.31928
H -1.28461 2.53975 -0.66805
H 1.23010 3.80425 -0.61689
H 0.74064 -2.44631 -1.19270
H 0.71334 -0.95834 -1.89003
H -1.48635 -0.38845 -0.37610
H -1.68738 -1.78845 -1.42591
H -2.27718 -2.31392 0.83836
H -0.76117 -2.97422 0.47658
H -0.60137 -1.83671 2.68012
H -0.76003 -0.32641 1.49452
H 1.46656 -0.87469 2.10060
H 1.19383 -2.53481 1.10665
*
```

Atomic partial charges in e from the Mulliken method, atoms 1 to 2: atom 1 (C): -0.6898, atom 2 (N): -0.2351

=====

# 10
Computed, not measured: a 2-piece molecular cluster, C6H14IN2 overall, with wB97M-V/def2-TZVPD.

Computed properties:
orbital gap = 8.958 eV
LUMO level = -3.42 eV
energy above the lowest of the compared OMol25 structures with the same formula, charge and spin = 2.828 eV

ORCA input file:
```
! wB97M-V def2-TZVPD RIJCOSX def2/J DEFGRID3
* xyz 1 1
C -2.40432 -1.02540 0.14902
C 1.31457 2.33981 0.95288
C 0.08214 -0.60623 -1.74186
C 1.35700 1.24831 -0.11750
C -0.22399 -0.28928 0.80052
C 0.10978 0.40670 -0.48771
N -2.60331 -2.29016 0.08486
N 0.34300 -1.45489 1.14561
I -3.91770 0.41580 0.00514
H 0.48707 3.03383 0.75210
H 2.15818 2.94080 0.93959
H 1.18276 1.90212 1.87109
H -0.97042 -0.78306 -1.83978
H 0.43514 0.14831 -2.44450
H 0.60189 -1.50220 -1.66926
H 2.34445 0.56072 0.01127
H 1.49436 1.69489 -1.11381
H -0.66893 0.23527 1.63120
H -0.59746 1.26451 -0.80310
H -3.45745 -2.78399 -0.23451
H 0.82063 -1.86943 0.29940
H -1.84927 -2.96139 -0.00246
H 0.53369 -1.44222 2.14890
*
```

Atomic partial charges in e from the Mulliken method, atoms 1 to 2: atom 1 (C): -0.2992, atom 2 (C): -1.3507

=====

# 11
Computed, not measured: an isolated molecule of C6H14INS, with wB97M-V/def2-TZVPD.

Computed properties:
orbital gap (alpha / beta) = 6.050 / 6.159 eV
LUMO level (alpha / beta) = 0.20 / -2.20 eV
energy above the lowest of the compared OMol25 structures with the same formula, charge and spin = 0.205 eV

ORCA input file:
```
! wB97M-V def2-TZVPD RIJCOSX def2/J DEFGRID3
* xyz 0 3
C 0.75296 0.20545 2.19109
C 2.35512 -0.77893 0.48613
C -1.22820 -0.43254 -2.11796
C -2.32382 0.52683 0.07869
C 0.92976 -0.48131 0.85520
C -1.16643 -0.31678 -0.62561
N 0.20140 0.10205 -0.35119
S 1.78275 2.36232 -2.53887
I 0.67917 2.11583 -0.61904
H 0.58060 1.24714 2.09512
H -0.19913 0.00744 2.52322
H 1.52460 0.03158 2.92432
H 2.55141 -1.34193 -0.46910
H 2.81234 -1.27229 1.35827
H 2.86520 0.28031 0.36606
H -0.34068 -0.79692 -2.35050
H -1.93473 -1.19873 -2.51416
H -1.43092 0.53274 -2.54676
H -1.88478 1.00409 0.86690
H -3.04294 -0.19958 0.28066
H -2.64316 1.24172 -0.66393
H 0.51797 -1.54251 0.86508
H -1.35847 -1.29596 -0.09361
*
```

Atomic partial charges in e from the Mulliken method, atoms 1 to 2: atom 1 (C): -1.3417, atom 2 (C): -1.2759

=====

# 12
Computed, not measured: C6H14MgO4Sm as an isolated structure, with wB97M-V/def2-TZVPD.

Computed properties:
orbital gap (alpha / beta) = 5.949 / 7.590 eV
LUMO level (alpha / beta) = -16.26 / -16.34 eV
energy above the lowest of the compared OMol25 structures with the same formula, charge and spin = 5.103 eV

ORCA input file:
```
! wB97M-V def2-TZVPD RIJCOSX def2/J DEFGRID3
* xyz 4 7
O -2.61345 0.80044 2.79200
Mg -3.32995 1.42037 4.45068
C -3.31050 0.25542 1.68656
H -3.31079 -0.83949 1.60388
H -2.35392 0.33662 0.72046
H -4.33391 0.63687 1.60817
O -0.56923 0.27616 -0.09293
C 0.04754 1.01139 0.87372
C 1.54271 0.85696 1.00917
O 1.90672 -0.33755 0.31379
C 3.28188 -0.53408 0.00298
C 3.33780 -1.75453 -0.88482
O 2.34363 -1.60464 -1.91017
C 2.45692 -2.57025 -2.95942
Sm 0.47389 -0.59009 -1.42134
H -1.46332 1.00673 2.28860
H -0.25838 2.05617 1.04535
H 1.86424 0.79844 2.05818
H 2.07203 1.70976 0.54777
H 3.86517 -0.70147 0.91795
H 3.66890 0.35476 -0.51759
H 3.11959 -2.67230 -0.32032
H 4.32942 -1.83600 -1.34849
H 1.62325 -2.41197 -3.64931
H 3.41005 -2.42632 -3.48246
H 2.40321 -3.58211 -2.53680
*
```

Atomic partial charges in e from the Mulliken method, atoms 1 to 2: atom 1 (O): -0.5486, atom 2 (Mg): 1.5961

=====

Max |F|, record by record: 0.17, 8.78, 3.07, 2.14, 4.84, 5.80, 3.54, 2.73, 5.40, 4.73, 4.62, 5.91 eV Å⁻¹
Electronic energy, record by record: -6447.8439, -16240.6526, -20746.7332, -53260.2514, -31293.6714, -28338.3150, -30307.3079, -31916.3793, -25951.0829, -17520.2323, -26869.2993, -37938.4357 eV